Entry 1:
C26H35N3O3 in the gas phase, computed with the ωB97M-V functional and the def2-TZVPD basis.

Properties
Total energy ... -1401.74173 Eh
Frontier orbital gap ... 9.6154 eV
SMILES ... CCCO[C@@H]1CCCN(C(=O)c2ccc(OC3CCN(Cc4ccccn4)CC3)cc2)C1
Energy relative to the best compared isomer or geometry (same formula, charge and spin) ... 12.4 kcal per mole
Lowest unoccupied orbital energy ... 0.78 eV

Atoms and positions in Å:
C: 3.233 -2.047 2.564
C: 4.444 -2.878 2.164
C: 4.891 -2.559 0.740
O: 5.318 -1.210 0.696
C: 6.004 -0.824 -0.468
C: 6.488 0.612 -0.244
C: 5.286 1.549 -0.132
C: 4.397 1.425 -1.370
N: 4.004 0.049 -1.565
C: 2.773 -0.451 -1.317
O: 2.518 -1.641 -1.396
C: 1.711 0.549 -0.974
C: 0.878 1.058 -1.962
C: -0.148 1.924 -1.631
C: -0.361 2.284 -0.304
O: -1.345 3.198 0.015
C: -2.629 2.685 0.351
C: -3.281 1.891 -0.781
C: -4.677 1.446 -0.358
N: -4.598 0.619 0.831
C: -5.880 0.017 1.149
C: -6.263 -1.017 0.126
C: -5.311 -1.893 -0.391
C: -5.711 -2.836 -1.319
C: -7.047 -2.880 -1.694
C: -7.914 -1.966 -1.120
N: -7.537 -1.056 -0.238
C: -4.048 1.376 1.939
C: -2.625 1.816 1.610
C: 0.477 1.778 0.684
C: 1.502 0.913 0.351
C: 5.117 -0.854 -1.731
H: 2.419 -2.204 1.859
H: 3.498 -0.993 2.561
H: 2.892 -2.318 3.560
H: 4.203 -3.941 2.215
H: 5.270 -2.678 2.848
H: 4.051 -2.722 0.052
H: 5.723 -3.218 0.446
H: 6.865 -1.497 -0.636
H: 7.076 0.651 0.673
H: 7.124 0.909 -1.080
H: 4.710 1.271 0.750
H: 5.619 2.582 -0.020
H: 3.507 2.049 -1.271
H: 4.954 1.748 -2.258
H: 1.036 0.774 -2.992
H: -0.788 2.332 -2.398
H: -3.212 3.596 0.540
H: -3.345 2.503 -1.682
H: -2.675 1.009 -0.997
H: -5.312 2.335 -0.185
H: -5.134 0.857 -1.156
H: -5.788 -0.482 2.120
H: -6.694 0.757 1.225
H: -4.286 -1.812 -0.067
H: -4.998 -3.528 -1.743
H: -7.402 -3.601 -2.414
H: -8.966 -1.952 -1.378
H: -4.665 2.265 2.170
H: -4.034 0.734 2.823
H: -2.206 2.373 2.449
H: -2.012 0.930 1.432
H: 0.325 2.074 1.711
H: 2.144 0.513 1.121
H: 4.717 -1.852 -1.910
H: 5.716 -0.545 -2.594

---

Entry 2:
C26H35N3O4 in the gas phase, computed with the ωB97M-V functional and the def2-TZVPD basis.

Properties
Total energy ... -1476.99198 Eh
Frontier orbital gap ... 8.7079 eV
SMILES ... CCOc1ccc2c(c1)[C@H](N(CCN1CCOCC1)C(=O)Nc1ccccc1)CC(C)(C)O2
Energy relative to the best compared isomer or geometry (same formula, charge and spin) ... 0.0 kcal per mole
Lowest unoccupied orbital energy ... 0.58 eV

Atoms and positions in Å:
C: 0.018 -5.763 -2.149
C: -1.361 -5.179 -2.442
O: -1.421 -3.786 -2.213
C: -1.430 -3.311 -0.937
C: -1.588 -4.074 0.218
C: -1.617 -3.459 1.455
C: -1.472 -2.082 1.581
C: -1.283 -1.312 0.429
C: -1.285 -1.933 -0.810
C: -1.067 0.185 0.532
N: -0.078 0.673 -0.415
C: -0.439 1.815 -1.229
C: -0.412 3.138 -0.449
N: -0.515 4.260 -1.363
C: -1.122 5.439 -0.772
C: -1.306 6.494 -1.865
O: -0.079 6.841 -2.460
C: 0.546 5.700 -3.002
C: 0.771 4.630 -1.935
C: 1.244 0.287 -0.457
O: 2.055 0.886 -1.136
N: 1.545 -0.814 0.308
C: 2.756 -1.505 0.371
C: 3.967 -0.971 -0.057
C: 5.127 -1.713 0.069
C: 5.101 -2.982 0.623
C: 3.897 -3.513 1.054
C: 2.731 -2.783 0.930
C: -0.725 0.566 1.981
C: -1.637 -0.160 2.979
C: -1.208 0.163 4.410
C: -3.111 0.210 2.774
O: -1.483 -1.573 2.844
H: 0.769 -5.247 -2.741
H: 0.030 -6.819 -2.404
H: 0.275 -5.650 -1.098
H: -2.138 -5.702 -1.870
H: -1.590 -5.285 -3.506
H: -1.701 -5.145 0.173
H: -1.747 -4.042 2.353
H: -1.146 -1.345 -1.704
H: -2.005 0.682 0.253
H: 0.286 1.865 -2.041
H: -1.433 1.658 -1.656
H: -1.263 3.173 0.236
H: 0.514 3.178 0.149
H: -2.099 5.173 -0.361
H: -0.498 5.862 0.036
H: -1.717 7.415 -1.449
H: -1.991 6.096 -2.629
H: 1.497 6.040 -3.416
H: -0.077 5.281 -3.806
H: 1.237 3.754 -2.383
H: 1.448 5.030 -1.159
H: 0.762 -1.342 0.669
H: 3.987 0.013 -0.495
H: 6.062 -1.292 -0.270
H: 6.012 -3.554 0.718
H: 3.864 -4.502 1.487
H: 1.790 -3.198 1.265
H: -0.820 1.643 2.117
H: 0.311 0.292 2.194
H: -1.350 1.219 4.616
H: -1.802 -0.420 5.109
H: -0.162 -0.092 4.555
H: -3.709 -0.232 3.567
H: -3.476 -0.173 1.824
H: -3.237 1.288 2.798

---

Entry 3:
C26H35N6OPSW as an isolated structure, computed with the ωB97M-V functional and the def2-TZVPD basis.

Properties
Total energy ... -2221.82696 Eh
Frontier orbital gap (spin up / spin down) ... 6.8321 / 6.8869 eV
Charge ... +2
Spin multiplicity ... 3
Energy relative to the best compared isomer or geometry (same formula, charge and spin) ... 0.0 kcal per mole
Lowest unoccupied orbital energy (spin up / spin down) ... -6.66 / -6.90 eV

Atoms and positions in Å:
W: -0.325 0.280 -0.086
C: 4.059 -0.492 -0.386
C: 2.616 -0.189 -0.583
N: 1.785 0.089 0.370
N: 2.254 0.073 1.659
C: 1.390 0.539 2.513
N: 1.696 0.572 3.812
S: -0.210 1.175 2.072
C: 2.026 -0.138 -1.930
C: 2.775 -0.261 -3.087
C: 2.147 -0.124 -4.317
C: 0.788 0.144 -4.360
C: 0.096 0.254 -3.171
N: 0.693 0.098 -1.982
H: 4.288 -0.588 0.669
H: 4.667 0.314 -0.802
H: 4.332 -1.411 -0.907
H: 2.638 0.354 4.100
H: 1.085 1.020 4.473
H: 3.838 -0.444 -3.026
H: 2.718 -0.212 -5.232
H: 0.267 0.273 -5.297
H: -0.964 0.475 -3.151
C: -3.194 -1.264 -3.566
C: -2.570 -2.064 -2.420
C: -3.363 -1.967 -1.139
C: -4.253 -2.983 -0.807
C: -5.050 -2.894 0.327
C: -4.959 -1.781 1.143
C: -4.076 -0.741 0.852
C: -4.047 0.466 1.758
C: -5.219 1.416 1.499
C: -3.286 -0.854 -0.294
N: -2.361 0.210 -0.608
C: -2.852 1.313 -1.161
C: -1.990 2.386 -1.325
C: -2.090 3.673 -1.880
C: -0.848 4.267 -1.715
C: -0.025 3.332 -1.076
N: -0.701 2.197 -0.829
H: -2.625 -1.391 -4.488
H: -3.239 -0.198 -3.335
H: -4.215 -1.596 -3.757
H: -1.541 -1.731 -2.252
H: -2.508 -3.112 -2.716
H: -4.339 -3.844 -1.460
H: -5.744 -3.688 0.566
H: -5.584 -1.706 2.026
H: -3.105 1.007 1.654
H: -4.094 0.122 2.794
H: -5.189 1.825 0.487
H: -5.201 2.250 2.198
H: -6.171 0.897 1.613
H: -3.896 1.354 -1.456
H: -2.970 4.105 -2.329
H: -0.560 5.263 -2.005
H: 1.004 3.449 -0.771
C: 1.192 -3.382 1.658
P: -0.385 -3.098 0.868
C: -1.671 -3.141 2.097
C: -0.673 -4.378 -0.336
O: -0.364 -1.724 0.170
H: 1.184 -4.338 2.184
H: 1.392 -2.580 2.368
H: 1.983 -3.397 0.907
H: -1.665 -4.102 2.614
H: -2.639 -2.991 1.614
H: -1.502 -2.344 2.822
H: -0.610 -5.355 0.146
H: 0.075 -4.321 -1.127
H: -1.668 -4.252 -0.761

---

Entry 4:
C26H35N7O4 in the gas phase, computed with the ωB97M-V functional and the def2-TZVPD basis.

Properties
Total energy ... -1696.03996 Eh
Frontier orbital gap ... 7.4524 eV
SMILES ... [H]/N=c1\c(C(=O)NCCN2CCOCC2)cc2c(=O)n3cccc(C)c3nc2n1CCCN1CCOCC1
Energy relative to the best compared isomer or geometry (same formula, charge and spin) ... 3.2 kcal per mole
Lowest unoccupied orbital energy ... -0.53 eV

Atoms and positions in Å:
H: -1.399 -0.439 2.388
N: -0.674 0.194 2.064
C: 0.308 -0.398 1.516
C: 0.451 -1.840 1.278
C: -0.751 -2.686 1.496
O: -1.621 -2.431 2.314
N: -0.844 -3.752 0.664
C: -2.026 -4.574 0.606
C: -2.817 -4.397 -0.708
N: -3.357 -3.091 -1.001
C: -2.427 -2.086 -1.476
C: -3.247 -0.948 -2.088
O: -4.110 -0.378 -1.134
C: -4.980 -1.350 -0.601
C: -4.213 -2.518 0.023
C: 1.633 -2.356 0.863
C: 2.732 -1.506 0.581
C: 3.982 -2.047 0.164
O: 4.261 -3.222 0.015
N: 4.985 -1.051 -0.109
C: 6.217 -1.486 -0.489
C: 7.216 -0.614 -0.769
C: 6.970 0.771 -0.666
C: 5.743 1.230 -0.287
C: 5.417 2.679 -0.153
C: 4.703 0.293 0.007
N: 3.532 0.751 0.372
C: 2.550 -0.115 0.673
N: 1.375 0.399 1.079
C: 1.225 1.844 1.117
C: 1.019 2.418 -0.286
C: -0.399 2.139 -0.794
N: -1.353 2.924 -0.035
C: -1.665 4.197 -0.654
C: -2.513 5.022 0.315
O: -3.701 4.353 0.656
C: -3.410 3.097 1.233
C: -2.581 2.221 0.297
H: -0.148 -3.887 -0.053
H: -1.745 -5.628 0.703
H: -2.643 -4.292 1.462
H: -2.178 -4.681 -1.551
H: -3.660 -5.096 -0.674
H: -1.777 -2.523 -2.238
H: -1.806 -1.664 -0.669
H: -2.596 -0.142 -2.434
H: -3.830 -1.341 -2.934
H: -5.583 -0.837 0.150
H: -5.634 -1.736 -1.398
H: -4.919 -3.277 0.363
H: -3.637 -2.149 0.887
H: 1.799 -3.419 0.755
H: 6.312 -2.560 -0.542
H: 8.185 -0.978 -1.067
H: 7.764 1.468 -0.889
H: 5.139 2.900 0.875
H: 6.264 3.296 -0.440
H: 4.558 2.924 -0.774
H: 2.127 2.264 1.563
H: 0.348 2.055 1.728
H: 1.176 3.496 -0.243
H: 1.756 1.992 -0.968
H: -0.460 2.357 -1.873
H: -0.624 1.079 -0.658
H: -0.738 4.732 -0.871
H: -2.226 4.063 -1.598
H: -2.811 5.969 -0.139
H: -1.922 5.220 1.223
H: -4.372 2.629 1.444
H: -2.855 3.242 2.172
H: -2.318 1.299 0.817
H: -3.177 1.976 -0.598

---

Entry 5:
C26H36BN10O3PReS2 as an isolated structure in a non-equilibrium geometry, computed with the ωB97M-V functional and the def2-TZVPD basis.

Properties
Total energy ... -3026.21609 Eh
Frontier orbital gap (spin up / spin down) ... 5.2089 / 5.8511 eV
Charge ... +2
Spin multiplicity ... 2
Lowest unoccupied orbital energy (spin up / spin down) ... -8.74 / -8.10 eV

Atoms and positions in Å:
Re: -0.043 -0.428 -0.153
C: 0.962 2.716 1.489
C: -0.310 2.030 1.826
C: -1.257 2.467 2.749
C: -2.224 1.484 2.787
N: -1.868 0.508 1.943
N: -0.709 0.841 1.336
B: -2.641 -0.807 1.626
N: -1.690 -2.029 1.728
C: -1.933 -3.222 2.284
C: -0.864 -4.053 2.020
C: 0.023 -3.289 1.260
C: 1.347 -3.720 0.734
N: -0.508 -2.069 1.084
N: -3.048 -0.719 0.151
C: -4.240 -0.813 -0.452
C: -4.052 -0.735 -1.813
C: -2.674 -0.599 -1.992
C: -1.975 -0.500 -3.292
N: -2.079 -0.584 -0.790
N: -3.675 -0.950 2.707
C: -5.024 -0.880 2.849
C: -5.310 -0.864 4.191
C: -4.049 -0.939 4.841
C: -3.732 -0.930 6.284
N: -3.103 -1.001 3.927
H: 0.779 3.780 1.366
H: 1.403 2.324 0.578
H: 1.672 2.606 2.309
H: -1.243 3.381 3.304
H: -3.122 1.454 3.369
H: -2.832 -3.427 2.826
H: -0.732 -5.073 2.316
H: 1.982 -4.048 1.556
H: 1.859 -2.923 0.201
H: 1.227 -4.573 0.069
H: -5.152 -0.914 0.096
H: -4.806 -0.772 -2.573
H: -2.714 -0.384 -4.078
H: -1.394 -1.398 -3.492
H: -1.308 0.361 -3.307
H: -5.702 -0.844 2.023
H: -6.272 -0.835 4.659
H: -4.634 -1.001 6.885
H: -3.217 -0.001 6.534
H: -3.056 -1.749 6.527
C: 1.096 2.378 -6.538
C: 0.919 2.412 -5.032
O: 1.496 1.191 -4.524
P: 2.024 0.921 -3.070
S: 2.863 -0.894 -3.139
S: 0.496 1.337 -1.721
O: 3.020 2.054 -2.587
C: 4.359 2.235 -3.097
C: 4.361 3.114 -4.330
H: 0.552 3.201 -6.996
H: 0.718 1.435 -6.926
H: 2.149 2.453 -6.800
H: -0.140 2.429 -4.756
H: 1.419 3.273 -4.580
H: 4.802 1.257 -3.311
H: 4.901 2.697 -2.269
H: 3.852 2.623 -5.158
H: 5.386 3.317 -4.629
H: 3.870 4.062 -4.124
O: 0.451 -1.968 -1.743
H: 1.234 -1.884 -2.343
H: 0.221 -2.901 -1.654
N: 6.327 0.744 -0.266
C: 5.387 0.405 0.290
C: 4.208 0.049 0.995
C: 4.219 -0.132 2.379
C: 3.014 -0.410 3.003
C: 1.859 -0.504 2.249
N: 1.852 -0.361 0.914
C: 3.006 -0.096 0.309
H: 5.144 -0.053 2.930
H: 2.973 -0.557 4.070
H: 0.915 -0.704 2.740
H: 2.988 -0.006 -0.770

---

Entry 6:
C26H36Cl2DyO2P3 as an isolated structure in a non-equilibrium geometry, computed with the ωB97M-V functional and the def2-TZVPD basis.

Properties
Total energy ... -3991.92995 Eh
Frontier orbital gap (spin up / spin down) ... 4.9415 / 4.9164 eV
Charge ... +2
Spin multiplicity ... 6
Lowest unoccupied orbital energy (spin up / spin down) ... -9.13 / -9.15 eV

Atoms and positions in Å:
C: 1.349 -0.121 -5.985
C: 0.919 -0.164 -4.586
H: 2.449 -0.053 -6.026
H: 0.864 0.755 -6.464
H: 0.970 -1.027 -6.497
O: 1.445 -0.153 -3.498
Cl: -1.709 -0.399 -4.639
Dy: -0.598 -0.313 -2.336
P: -0.180 2.561 -2.047
C: 1.092 3.399 -1.023
C: 0.135 3.318 -3.682
H: -0.065 4.396 -3.630
H: -1.612 4.503 -1.747
H: -0.516 2.857 -4.434
H: -2.560 3.005 -2.032
H: 2.073 3.259 -1.488
H: 1.179 3.147 -3.969
C: -1.696 3.434 -1.508
H: 0.873 4.470 -0.946
H: -1.848 3.297 -0.428
H: 1.120 2.959 -0.022
P: 0.217 -3.046 -1.709
C: 1.507 -3.681 -0.558
C: -1.288 -3.701 -0.875
H: -0.263 -3.874 -3.928
H: 0.162 -5.210 -2.820
H: 1.445 -4.152 -3.480
C: 0.411 -4.189 -3.127
H: -2.179 -3.246 -1.331
H: -1.320 -4.792 -0.988
H: 1.455 -4.771 -0.493
H: 1.364 -3.250 0.435
H: -1.272 -3.429 0.190
H: 2.488 -3.389 -0.940
Cl: -3.057 -0.451 -1.844
O: -0.330 -0.255 -0.050
P: -0.191 0.028 1.469
C: 1.403 0.864 1.730
C: 2.500 0.473 0.923
C: 3.717 1.133 1.014
C: 3.890 2.170 1.939
C: 2.830 2.547 2.754
C: 1.584 1.918 2.640
C: -1.547 1.060 2.110
C: -1.566 1.486 3.452
C: -2.615 2.280 3.923
C: -3.679 2.606 3.074
C: -3.699 2.120 1.762
C: -2.649 1.339 1.290
C: -0.229 -1.446 2.461
C: 0.946 -2.088 2.878
C: 0.887 -3.234 3.676
C: -0.356 -3.754 4.066
C: -1.540 -3.144 3.623
C: -1.472 -2.010 2.802
H: 2.368 -0.339 0.203
H: 4.537 0.827 0.363
H: 4.852 2.671 2.015
H: 2.958 3.343 3.491
H: 0.746 2.257 3.257
H: -0.769 1.198 4.140
H: -2.600 2.645 4.954
H: -4.506 3.232 3.434
H: -4.540 2.344 1.099
H: -2.692 0.917 0.284
H: 1.914 -1.685 2.584
H: 1.814 -3.722 4.012
H: -0.409 -4.634 4.718
H: -2.518 -3.543 3.926
H: -2.392 -1.552 2.438